DFT (the ωB97M-V functional and the def2-TZVPD basis) results for CH3NOS in the gas phase in a non-equilibrium geometry.

Element x y z (Å)
C  -1.29482  -0.57545  -0.11112
N  1.21117  0.21555  0.03054
O  -2.48079  -0.59543  0.00122
S  -0.32703  0.92753  0.11397
H  -0.43470  -1.24462  -0.37445
H  1.65195  0.80796  -0.62588
H  1.67422  0.46447  0.96571

Properties
Energy relative to the best compared isomer or geometry (same formula, charge and spin)   30.61 kcal per mole
LUMO energy   0.437 eV
Charge   0
SMILES   NSC=O
Highest occupied orbital energy   -9.69 eV

=====

DFT (the ωB97M-V functional and the def2-TZVPD basis) results for 2 unconnected molecules or ions with the total composition CH3NOS in a non-equilibrium geometry.

Element x y z (Å)
C  0.04531  -0.10156  -0.70098
N  0.02613  1.03074  0.03064
O  1.23072  -0.77755  1.77715
S  1.34823  0.03458  0.58943
H  -1.70941  -1.49942  -0.20873
H  -0.16709  -0.36805  -1.63919
H  -0.77389  1.68126  0.15168

Properties
Energy relative to the best compared isomer or geometry (same formula, charge and spin)   163.03 kcal per mole
LUMO energy (alpha / beta)   0.208 / -0.189 eV
Charge   0
Highest occupied orbital energy (alpha / beta)   -9.38 / -7.90 eV

=====

DFT (the ωB97M-V functional and the def2-TZVPD basis) results for CH3NS2 in the gas phase in a non-equilibrium geometry.

Element x y z (Å)
C  -0.48037  0.58946  -0.11835
N  0.44818  -0.25691  0.19574
S  -2.17950  0.01855  -0.02135
S  2.08111  0.15640  0.04747
H  -0.62788  1.58160  -0.60163
H  -1.89010  -1.07683  0.56164
H  2.64856  -1.01227  -0.06352

Properties
Energy relative to the best compared isomer or geometry (same formula, charge and spin)   33.02 kcal per mole
LUMO energy   0.750 eV
Charge   0
SMILES   S/C=N/S
Highest occupied orbital energy   -8.62 eV

=====

DFT (the ωB97M-V functional and the def2-TZVPD basis) results for 2 unconnected molecules or ions with the total composition CH3O2 in a non-equilibrium geometry.

Element x y z (Å)
C  0.08141  0.57416  -0.78379
O  -0.41771  -0.76344  1.41104
O  0.39783  -0.95551  0.39235
H  0.97627  0.46920  -1.44611
H  -0.68376  1.23744  -0.32916
H  -0.85727  -1.65006  1.75109

Properties
Energy relative to the best compared isomer or geometry (same formula, charge and spin)   174.85 kcal per mole
LUMO energy (alpha / beta)   -8.702 / -7.111 eV
Charge   +1
Highest occupied orbital energy (alpha / beta)   -17.08 / -18.58 eV

=====

Among the records above, which one has the highest charge? CH3O2

=====

What is the charge in the fourth record? +1

=====

What did the fourth record say?
DFT (the ωB97M-V functional and the def2-TZVPD basis) results for 2 unconnected molecules or ions with the total composition CH3O2 in a non-equilibrium geometry.

Element x y z (Å)
C  0.08141  0.57416  -0.78379
O  -0.41771  -0.76344  1.41104
O  0.39783  -0.95551  0.39235
H  0.97627  0.46920  -1.44611
H  -0.68376  1.23744  -0.32916
H  -0.85727  -1.65006  1.75109

Properties
Energy relative to the best compared isomer or geometry (same formula, charge and spin)   174.85 kcal per mole
LUMO energy (alpha / beta)   -8.702 / -7.111 eV
Charge   +1
Highest occupied orbital energy (alpha / beta)   -17.08 / -18.58 eV